Computed, not measured: a cluster of 14 separate species, C42H84O42 in total at a distorted geometry, with ωB97M-V/def2-TZVPD.

Last column: Mulliken charge in e.
Positions of all 168 atoms, in Å:
O 4.93101 -0.95483 -4.67139  -0.380
H 0.96784 -0.66937 -5.72852  0.114
C -2.85666 -1.60314 5.41403  0.520
H -3.95007 5.36119 1.80511  0.301
C -0.47402 -6.27833 -1.81626  -0.977
H 0.23723 -1.13297 -2.39535  -0.812
O 4.09846 2.29602 -0.79417  0.290
C 1.42896 3.43267 -2.72787  -0.102
H -2.01428 1.43285 1.29633  -0.245
H 4.17115 1.40188 1.07781  -0.133
H -0.66895 -2.01715 3.05393  0.044
H -5.32513 -0.97595 -1.78771  0.562
C -2.18801 2.52084 4.92412  -0.373
H -2.97672 3.87613 -3.89660  0.375
H -2.48618 3.55707 5.06412  0.237
O 1.74441 1.27968 -5.51125  -0.470
H 3.44759 -2.20375 4.19553  -0.058
O -0.85707 2.43084 4.30803  -0.346
C 1.77088 1.53082 -4.17481  0.358
C 1.86231 -0.05911 -5.95412  -0.137
H 4.88446 -1.79387 5.25213  0.385
O -3.57032 -3.64761 0.12440  -0.301
H 5.79502 0.12188 0.67113  -0.187
H -5.08882 -0.79114 4.44512  0.406
H 0.02314 3.62786 1.31744  0.047
H 4.48231 -3.48389 5.00341  0.194
H -4.70890 -1.25423 2.78084  0.032
C 5.40134 2.40990 -0.91606  0.629
H 7.74273 1.61409 -2.05385  0.225
H -1.29410 -2.69109 1.51212  -0.435
H 3.44339 -3.35976 -2.10468  0.362
C -4.18239 5.31306 0.72280  -0.471
H 1.93080 -5.69227 4.99430  0.247
H 7.48792 -0.08901 1.17697  0.329
O 3.66577 -2.53096 -3.94996  -0.433
H -7.71735 2.93045 -2.66414  0.302
O -3.68219 -2.19242 -1.41900  -0.351
H -7.16978 2.68988 -4.31391  0.330
H 0.46658 -2.62254 1.86174  -0.140
O 1.91450 -6.61993 -0.53526  -0.574
O -1.76793 -0.37827 -5.56052  -0.446
H 4.12678 3.20166 0.97705  0.735
O 4.62466 -0.60196 2.66330  -0.577
H 2.30389 -3.91318 -3.36682  0.246
H -2.77195 4.17021 -2.20928  0.171
H -0.58855 6.29128 -2.81898  0.186
O 5.42878 -2.53559 3.48114  -0.429
H -1.66942 1.68942 -5.80372  0.220
C 0.15479 0.29397 -0.01745  -0.300
H -0.73446 5.05904 2.13762  0.430
H 0.64617 -5.53697 6.20488  0.249
H 1.27039 -0.90983 4.03572  -0.012
H 7.34088 2.87724 -3.37293  0.245
H -4.82462 6.21804 0.55108  0.237
H -6.42855 0.38110 0.60168  0.226
C 0.00002 5.71499 -0.24257  0.468
C 0.93441 -6.06201 5.29205  -0.623
H -0.50214 -7.19079 -1.23694  0.369
H 2.65691 0.07680 3.66187  0.240
O -3.42124 -1.95829 4.26606  -0.152
H -1.27522 7.44196 -1.66486  0.271
C -0.35519 1.22871 4.09194  0.181
H 5.52362 0.99937 -4.18073  0.175
H -1.94037 -2.87301 7.60594  0.271
O 6.15809 2.45547 0.02556  -0.653
H -2.27134 1.95118 5.85543  0.289
H -1.63073 2.02378 -0.35967  0.026
H -7.85037 1.31928 -3.41200  0.230
O -1.00232 0.22707 3.99888  0.278
H -3.71929 -3.56910 2.25982  -0.003
H -2.30877 0.65652 -7.22104  0.234
C -5.93064 0.99212 1.38681  -0.138
C 7.24363 2.63673 -2.31452  -0.787
H 6.68911 -0.29937 -3.76711  0.414
O 0.78577 -0.86665 -0.01783  0.614
C 4.45053 -2.51355 4.50362  -0.281
C -1.39883 -0.40177 -4.30742  0.083
O -4.45089 -1.65311 0.63134  -0.470
C -0.52072 -2.80639 2.28057  1.335
O 0.05075 -5.63537 4.17075  -0.397
H 2.40809 -0.25738 -1.20689  0.115
H 0.89963 2.82888 -1.98387  -0.066
H 7.59510 3.41090 -1.63913  0.411
C -1.23309 -2.26016 6.98728  -0.923
H -2.92032 0.85842 -0.19577  -1.250
C 6.57210 -0.59823 0.81820  -0.023
C -3.94368 -2.40233 -0.18930  0.772
H 0.87932 -7.18139 5.37886  0.241
H 0.28337 7.95207 -2.59823  0.199
C -2.27674 0.82010 -6.10815  -0.559
O -3.25919 -0.66664 6.06281  -0.600
H -3.63317 -5.08753 1.45317  0.280
O -1.08385 -1.60786 -3.92264  -0.560
O 1.82526 -4.42586 -0.06328  -0.021
H 2.77206 -0.27862 0.44123  -0.584
H 2.17359 -2.25544 -2.50875  -0.070
C -4.87885 3.10663 1.14018  0.898
C 2.82584 -3.05147 -2.92910  -0.091
C 0.20759 -4.34774 3.83388  0.495
C -4.08944 -4.12578 1.35863  -0.519
H -3.76169 -0.00529 3.64783  -0.230
C 0.16968 4.61171 1.78317  -0.505
H 3.80911 -3.79745 0.43204  0.161
O -5.74886 2.25701 0.68548  -0.367
H -0.30574 -2.81762 -2.57768  0.081
C 4.64073 -1.65773 -3.56846  0.775
H -1.28352 -1.56107 -1.80608  -0.311
C 3.70092 2.30433 0.61458  -0.171
O -1.00024 5.10093 -0.36688  -0.048
H -1.33333 -1.25998 7.34275  0.385
C 3.02645 -4.51698 0.77442  -0.853
H 2.58297 2.32910 0.64653  -0.457
H 0.87837 4.54813 2.56943  0.296
O -5.99550 1.83774 -2.84347  -0.144
C 2.20881 -0.80345 -0.33864  0.614
O 1.47362 2.83736 -4.02799  -0.529
C -2.80820 3.36520 -2.89879  -0.653
H -1.47415 -5.91759 -2.07176  0.230
H 1.33543 -0.06994 2.54802  0.067
O -5.40755 3.92497 -3.40187  -0.592
H -4.08755 -0.95132 -3.12150  0.098
C -7.29120 2.22395 -3.34475  -0.876
H -1.95290 2.72752 -3.17154  -0.036
O 0.49866 6.63432 -1.08970  -0.376
O 1.00061 -3.53754 4.27338  -0.415
O -0.63386 -4.12285 2.82739  -0.495
O 0.77192 5.56426 0.82006  -0.401
H 6.89129 -1.10028 -0.11700  0.233
O 0.68211 1.34268 0.01936  0.346
H 2.05016 -0.10911 -6.99617  0.367
H -3.35688 0.96616 -5.76398  0.191
H -4.97388 0.52671 1.63365  -0.229
H -5.15351 -4.04050 1.34443  0.342
O 0.21637 -5.22056 -1.23164  0.140
C -0.59591 -1.79362 -2.54414  1.349
C 1.57837 0.04489 3.62622  0.032
O 6.39254 -1.72395 1.65869  -0.368
O 0.98924 1.25187 4.06954  -0.424
O 2.08385 0.77306 -3.30536  -0.072
H 6.48287 0.10579 -5.46541  0.299
H 2.49969 -1.83726 -0.38036  -0.664
O 5.80668 2.60096 -2.15861  -0.351
H 2.70397 -0.60784 -5.53708  -0.151
O -1.72799 -2.29135 5.64344  0.039
C 1.38802 -5.55460 -0.61232  0.591
C 5.98912 0.00564 -4.46030  -0.741
C -0.32339 7.12952 -2.17003  -0.538
H -3.84282 0.01193 -1.67866  -0.144
O -4.97335 4.20967 0.43238  -0.360
H -0.23521 -2.62110 6.99990  0.218
H -0.03690 -6.58270 -2.75946  0.321
O -1.43322 0.54615 -3.50961  0.432
H -2.76098 2.03273 4.18866  -0.117
H 3.35740 -5.53917 0.71140  0.664
C 5.43083 -1.52742 2.58603  0.794
O 5.12021 -1.51293 -2.49567  -0.478
C -4.25522 -0.93434 -1.97522  -0.295
C -4.27780 -0.92572 3.74977  0.045
H 2.82527 -4.37940 1.83938  0.037
O -4.02634 2.89468 2.02552  -0.494
H 2.46215 3.58209 -2.32609  0.257
O -1.09992 0.05897 0.00544  0.555
H -6.53089 1.08804 2.28519  0.356
H 1.05094 4.44994 -2.89548  0.070
O -3.88806 2.37297 -2.69465  0.565
C -1.98871 1.17143 0.23191  0.844
H -3.26567 5.25075 0.13849  0.077
C -5.10353 2.84250 -2.97247  0.346

Properties
* energy above the lowest of the compared OMol25 structures with the same formula, charge and spin: 2.338 eV
* charge: 0
* HOMO level: -10.48 eV
* frontier orbital gap: 11.10 eV